DFT (the ωB97M-V functional and the def2-TZVPD basis) results for a molecular structure, C42H47BaN5O2P3 in a non-equilibrium geometry.

Atoms and positions in Å:
1 Ba -0.666 -0.298 -0.849
2 C 0.983 2.850 -4.423
3 C 1.128 2.034 -5.538
4 C 0.817 0.693 -5.440
5 C 0.381 0.182 -4.213
6 N 0.141 1.003 -3.185
7 C 0.441 2.285 -3.281
8 C 0.368 -1.308 -3.944
9 C 1.215 -2.103 -4.674
10 C 1.257 -3.495 -4.359
11 C 0.750 -3.945 -3.199
12 C 0.238 -2.927 -2.230
13 N -0.363 -1.770 -2.891
14 C -0.712 -3.543 -1.162
15 C -1.331 -4.780 -1.304
16 C -2.083 -5.292 -0.265
17 C -2.211 -4.567 0.904
18 C -1.598 -3.327 0.970
19 N -0.868 -2.851 -0.025
20 H 1.248 3.896 -4.447
21 H 1.496 2.436 -6.472
22 H 0.932 0.030 -6.282
23 H 0.262 2.881 -2.392
24 H 1.809 -1.714 -5.483
25 H 1.684 -4.189 -5.072
26 H 0.738 -4.999 -2.963
27 H -1.221 -5.331 -2.227
28 H -2.560 -6.258 -0.363
29 H -2.769 -4.950 1.747
30 H -1.677 -2.699 1.849
31 C -4.888 3.651 -1.718
32 P -3.082 3.419 -1.492
33 C -2.491 4.619 -2.742
34 C -2.849 4.416 0.043
35 C -1.425 4.521 0.568
36 P -0.569 2.923 0.898
37 C 1.018 3.607 1.489
38 C -1.314 2.416 2.488
39 H -5.214 4.654 -1.439
40 H -5.458 2.928 -1.135
41 H -5.147 3.490 -2.765
42 H -3.072 5.543 -2.721
43 H -2.550 4.187 -3.740
44 H -1.451 4.871 -2.558
45 H -3.488 3.956 0.805
46 H -3.253 5.422 -0.111
47 H -1.441 5.097 1.502
48 H -0.783 5.088 -0.112
49 H 0.875 4.339 2.286
50 H 1.550 4.087 0.666
51 H 1.658 2.807 1.864
52 H -1.345 3.240 3.204
53 H -0.718 1.610 2.918
54 H -2.326 2.039 2.341
55 O 1.677 -1.144 -1.367
56 C 1.484 -2.352 -1.329
57 C 2.210 -3.091 -0.260
58 C 2.583 -4.413 -0.457
59 C 3.231 -5.121 0.548
60 C 3.478 -4.506 1.759
61 C 3.088 -3.188 1.970
62 C 2.462 -2.448 0.975
63 P 1.939 -0.694 1.343
64 C 1.890 -0.610 3.151
65 C 2.488 0.423 3.860
66 C 2.258 0.564 5.220
67 C 1.435 -0.327 5.888
68 C 0.835 -1.362 5.185
69 C 1.053 -1.494 3.828
70 C 3.420 0.261 0.893
71 C 4.677 0.007 1.442
72 C 5.774 0.757 1.059
73 C 5.628 1.766 0.116
74 C 4.388 2.018 -0.443
75 C 3.289 1.266 -0.056
76 H 2.391 -4.880 -1.411
77 H 3.538 -6.143 0.380
78 H 3.976 -5.044 2.554
79 H 3.275 -2.735 2.934
80 H 3.143 1.126 3.365
81 H 2.736 1.373 5.754
82 H 1.264 -0.220 6.950
83 H 0.195 -2.068 5.697
84 H 0.574 -2.308 3.293
85 H 4.798 -0.783 2.174
86 H 6.743 0.551 1.492
87 H 6.487 2.350 -0.187
88 H 4.275 2.795 -1.187
89 H 2.324 1.460 -0.512
90 C -5.926 -0.861 2.310
91 N -4.663 -1.032 1.628
92 C -4.047 -0.092 0.879
93 N -4.651 1.116 0.746
94 O -2.953 -0.310 0.347
95 H -6.144 -1.763 2.876
96 H -6.747 -0.707 1.606
97 H -5.883 -0.027 3.012
98 H -4.178 -1.912 1.666
99 H -5.626 1.232 0.962
100 H -4.256 1.693 0.018

Properties
- LUMO energy: -1.9 eV
- Orbital gap: 6.8 eV
- Max |F|: 2.25 eV/Å
- ΔE to the lowest compared entry with this formula, charge and spin: 36.1 kcal/mol
- Net charge: +1

Results of the Mulliken charge analysis, in e, for atoms 1 through 99: Ba 1.6251; C -1.2028; C -0.5282; C -0.5544; C 0.1194; N 0.4562; C -0.2726; C 1.0573; C -1.4229; C -1.1619; C -1.4301; C 3.3891; N -1.1695; C -0.1141; C -0.7863; C -0.7482; C -0.9826; C -0.8855; N 0.6845; H 0.5109; H 0.4156; H 0.5680; H 0.5319; H 0.3698; H 0.4665; H 0.5920; H 0.6107; H 0.4404; H 0.5067; H 0.7638; C -1.2109; P 0.8538; C -1.4162; C -1.0120; C -1.3715; P 0.9362; C -1.2324; C -1.1212; H 0.3443; H 0.4113; H 0.3988; H 0.4146; H 0.3805; H 0.3463; H 0.4850; H 0.6149; H 0.5287; H 0.3934; H 0.5329; H 0.3905; H 0.0587; H 0.4295; H 0.1845; H 0.2018; O -0.3091; C -0.0276; C -0.5252; C -0.3141; C -0.9957; C -0.8372; C -0.4039; C 0.1900; P 1.5902; C 0.2089; C -0.7676; C -0.7368; C -0.6054; C -0.7998; C -0.5055; C 0.1110; C -0.1793; C -0.7202; C -0.6606; C -0.8648; C -0.2898; H 0.6114; H 0.4423; H 0.4638; H 0.3962; H 0.3224; H 0.4452; H 0.4120; H 0.4331; H 0.5826; H 0.3824; H 0.4428; H 0.4022; H 0.4827; H 0.6584; C -1.0764; N -0.1218; C 0.0134; N -0.2848; O -0.2255; H 0.3620; H 0.3222; H 0.3151; H 0.2265; H 0.2620